Record 1
Entry from OMol25: an isolated molecule of C4H7FN2S in a non-equilibrium geometry (ωB97M-V/def2-TZVPD).

Computed properties:
SMILES string: C/C(N)=C(F)/C=N/S
total charge: 0
HOMO energy: -8.14 eV
relative energy (zero: lowest compared OMol25 entry of this formula, charge and spin): 43.8 kcal per mole
spin multiplicity: 1
LUMO: 0.0136 hartree

Geometry (Å):
C1 -3.1647 -0.4749 0.1152
C2 -1.8909 0.3018 -0.0454
N1 -1.9850 1.7069 -0.2133
C3 -0.7072 -0.3487 0.0425
F1 -0.6680 -1.6841 -0.0715
C4 0.5863 0.2175 0.2532
N2 1.6372 -0.3936 -0.1665
S1 3.1450 0.3250 0.0261
H1 -4.0222 0.1599 -0.0710
H2 -3.1698 -0.8959 1.1151
H3 -3.1704 -1.2687 -0.6162
H4 -2.0084 2.1791 0.6881
H5 -2.8779 1.9597 -0.6564
H6 0.6131 1.2578 0.6030
H7 3.8207 -0.8012 -0.3703

Cartesian forces (eV/Å) of the 3 atoms listed first:
0.504 -0.025 -0.698
0.489 -0.704 0.302
-0.202 0.663 0.401

***

Record 2
Entry from OMol25: H14O11SV as an isolated structure in a non-equilibrium geometry (ωB97M-V/def2-TZVPD).

Computed properties:
total charge: 0
HOMO energy (spin up / spin down): -5.69 / -5.68 eV
spin multiplicity: 4
LUMO (spin up / spin down): -0.0617 / -0.0619 hartree

Geometry (Å):
V1 -7.1650 -19.8810 3.8120
S1 -10.4560 -20.6360 2.9920
O1 -10.9070 -21.7440 3.8500
O2 -9.0430 -20.4100 3.2970
O3 -10.6640 -20.8810 1.5940
O4 -11.2110 -19.5200 3.3610
O5 -5.5490 -21.0360 2.6520
H1 -5.6950 -21.5710 1.8840
H2 -4.7450 -21.4000 3.0060
O6 -6.9680 -22.0820 4.7430
H3 -6.0530 -22.4170 4.7110
H4 -7.4420 -22.6420 4.2040
O7 -5.2610 -19.8240 5.2890
H5 -4.3680 -19.9360 5.0410
H6 -5.2860 -19.0260 5.8310
O8 -7.6640 -19.3350 1.2320
H7 -8.2830 -19.6780 0.5880
H8 -7.3830 -18.6000 0.7200
O9 -8.0270 -19.4850 6.0230
H9 -7.9880 -20.2690 6.5590
H10 -8.0540 -18.7440 6.6210
O10 -5.6360 -18.2010 2.9260
H11 -5.2440 -17.4040 3.3080
H12 -4.9370 -18.7780 2.7230
O11 -8.2020 -17.7660 3.8610
H13 -8.6840 -17.2750 4.4940
H14 -8.8480 -17.9230 3.2350

Cartesian forces (eV/Å) of the 3 atoms listed first:
-1.821 -0.719 0.677
-3.766 -4.112 0.829
0.941 -0.996 -0.189

***

The lowest spin multiplicity belongs to which entry? C4H7FN2S